Formula: C13H33Cl2LaN2OP2S
Source: the Open Molecules 2025 dataset
Level of theory: ωB97M-V/def2-TZVPD

- LUMO level (spin up / spin down): -5.9327 / -9.2206 eV
- HOMO (spin up / spin down): -0.5415 / -0.4939 hartree
- Gap between HOMO and LUMO (spin up / spin down): 0.3235 / 0.1551 Eh
- Charge: +2

XYZ file:
```
55
Properties=species:S:1:pos:R:3:forces:R:3
C 1.359 -0.058 -6.828 0.719 0.336 -0.259
C 1.424 -0.125 -5.389 -2.101 -0.571 1.834
H 2.415 -0.027 -7.099 -0.028 0.107 -1.046
H 0.775 0.850 -7.135 0.589 -0.751 0.318
H 0.828 -0.954 -7.204 0.323 0.478 0.167
O 2.073 -0.057 -4.381 0.670 0.316 -0.890
Cl -1.635 0.449 -4.949 -0.817 0.567 -1.781
La -0.253 -0.101 -2.988 0.110 -0.051 1.105
P -0.162 2.312 -1.048 -0.624 -0.125 0.321
C 0.902 3.384 -0.070 0.725 0.328 0.016
C -0.024 3.024 -2.712 0.167 0.709 -0.116
H -0.311 4.075 -2.641 0.022 0.052 -0.243
H -1.866 3.999 -0.757 0.015 -0.107 0.071
H -0.676 2.587 -3.470 -0.257 -0.094 -0.076
H -2.581 2.388 -1.030 -0.015 0.041 0.027
H 1.940 3.256 -0.367 0.182 -0.006 -0.001
H 1.005 2.990 -3.069 0.164 -0.024 -0.042
C -1.788 2.934 -0.517 -0.318 -0.104 -0.220
H 0.648 4.438 -0.211 -0.104 -0.108 -0.068
H -1.929 2.805 0.557 0.112 -0.022 -0.043
H 0.839 3.167 0.994 -0.136 -0.163 0.024
P 0.090 -2.235 -0.710 -0.834 -0.953 1.215
C 1.241 -3.133 0.349 0.804 -0.434 -0.088
C -1.459 -2.973 -0.081 -0.329 0.111 -0.291
H -0.429 -2.806 -3.052 -0.135 -0.170 -0.098
H 0.050 -4.218 -2.123 -0.048 0.227 -0.039
H 1.291 -3.080 -2.638 0.077 0.036 -0.159
C 0.264 -3.152 -2.278 0.300 -0.213 -0.321
H -2.295 -2.571 -0.660 0.020 -0.154 0.212
H -1.411 -4.068 -0.197 0.020 0.376 0.067
H 1.093 -4.221 0.273 -0.062 0.323 -0.070
H 1.135 -2.861 1.397 -0.131 0.152 0.001
H -1.605 -2.729 0.976 0.081 -0.012 -0.184
H 2.261 -2.915 0.042 0.216 -0.028 0.090
Cl -2.750 -0.338 -1.995 0.701 -0.119 0.339
C 2.401 -0.035 2.572 0.352 -0.012 -0.347
N 1.190 -0.033 3.405 -0.638 0.049 -1.130
C 1.428 -0.046 4.834 0.400 0.012 0.854
C -0.015 -0.004 2.789 -0.095 -0.281 2.177
S -0.031 0.032 1.065 -0.126 0.270 -0.725
N -1.216 0.005 3.426 1.401 -0.040 -1.316
C -1.507 -0.004 4.846 -0.381 0.056 0.945
C -2.411 0.070 2.588 -0.817 0.050 -0.302
H 3.256 -0.036 3.242 -0.014 -0.022 -0.160
H 2.458 0.854 1.930 -0.069 -0.194 0.222
H 2.458 -0.923 1.930 -0.012 0.200 0.221
H 1.011 0.856 5.313 0.212 -0.495 -0.116
H 1.045 -0.975 5.290 0.208 0.452 -0.066
H 2.516 -0.031 4.986 -0.530 0.000 0.052
H -1.994 0.941 5.135 0.135 -0.269 -0.127
H -2.209 -0.824 5.056 0.188 0.232 -0.115
H -0.633 -0.146 5.471 -0.453 0.036 -0.227
H -2.439 0.980 1.975 -0.018 -0.216 0.261
H -2.487 -0.787 1.908 0.039 0.190 0.238
H -3.281 0.068 3.247 0.140 0.030 -0.116
```
Positions in Å, forces in eV/Å.